60
Properties=species:S:1:pos:R:3:forces:R:3:mulliken_spin:R:1 method="wB97M-V/def2-TZVPD" e_homo_ev="-16.818 / -17.022" s2=0.781 spin_multiplicity=2 lumo_ev="-10.16 / -11.44" gap_ev="6.7 / 5.6" total_charge=+3
Ir -0.639221 -0.530448 0.396630 1.205 1.746 1.059 0.11
C 3.744915 -1.663554 0.939486 -0.019 -0.025 0.062 0.00
C 2.350782 -1.656480 0.981418 0.215 0.222 -0.054 0.00
N 1.623163 -0.679085 0.456212 -0.344 -0.830 -0.060 -0.01
C 2.259527 0.351230 -0.143202 0.111 -0.060 0.000 0.00
C 3.650185 0.427377 -0.235844 0.128 0.012 0.001 0.00
C 4.397834 -0.622964 0.327765 0.057 0.072 -0.024 0.00
C 4.250153 1.549065 -0.900529 0.097 -0.071 0.030 0.00
C 3.486397 2.524658 -1.429720 -0.079 0.086 -0.034 0.00
C 2.054203 2.463687 -1.341724 -0.018 0.060 -0.008 0.01
C 1.209376 3.443374 -1.892487 0.056 0.062 -0.047 -0.01
C -0.151580 3.300131 -1.791789 -0.018 0.054 0.067 0.01
C -0.670472 2.186796 -1.132392 0.123 0.084 0.002 0.00
N 0.104200 1.257331 -0.590489 -0.864 -1.260 -0.436 0.02
C 1.454469 1.376367 -0.698451 -0.108 0.133 -0.083 -0.01
H 4.284210 -2.487103 1.387504 0.003 0.031 -0.017 0.00
H 1.826785 -2.468267 1.457455 0.004 -0.014 -0.012 0.00
H 5.479981 -0.596781 0.273941 -0.026 -0.025 0.006 0.00
H 5.329838 1.591426 -0.972298 -0.024 0.003 0.013 0.00
H 3.937585 3.368592 -1.936169 -0.019 -0.007 0.023 0.00
H 1.638504 4.301487 -2.396700 -0.006 -0.035 -0.003 0.00
H -0.826794 4.030103 -2.217881 0.007 -0.024 0.044 0.00
H -1.735780 2.050058 -1.044164 0.130 0.026 -0.144 0.00
Br -0.022933 -3.489371 -0.400398 -0.121 -0.021 -0.074 0.02
C -0.323236 -2.914036 -2.166088 0.040 0.145 0.167 0.09
C 0.198174 -3.658955 -3.209191 -0.009 -0.027 -0.174 0.02
C -0.052883 -3.260866 -4.519279 0.105 -0.086 0.050 0.02
C -0.865513 -2.170413 -4.762394 -0.092 0.121 -0.094 0.14
C -1.450438 -1.453348 -3.702709 -0.064 -0.008 0.103 -0.01
C -2.394864 -0.437917 -3.951713 0.019 -0.047 -0.172 0.18
C -3.076969 0.183284 -2.906126 -0.197 -0.116 0.085 0.07
C -2.764910 -0.139726 -1.600462 -0.311 -0.430 -0.555 0.09
C -1.697579 -1.003424 -1.300371 0.730 1.652 1.253 0.20
C -1.127490 -1.792665 -2.354627 -0.133 -0.177 -0.025 0.05
H 0.784548 -4.546215 -3.009897 0.016 0.024 0.016 0.00
H 0.378624 -3.817877 -5.341224 -0.043 0.009 0.031 0.00
H -1.072849 -1.859373 -5.779610 -0.020 -0.049 0.020 0.00
H -2.648012 -0.201186 -4.978815 0.024 0.030 0.021 0.00
H -3.863956 0.896699 -3.117090 0.018 -0.022 -0.035 0.00
H -3.366787 0.269258 -0.803716 0.100 -0.106 -0.056 0.00
Br -3.045907 4.460435 4.208751 0.010 -0.028 0.014 0.00
C -2.592457 2.988698 3.171732 -0.118 0.261 0.123 0.00
C -3.168054 2.805187 1.922868 0.037 -0.073 -0.108 0.00
C -2.740806 1.738627 1.162061 0.027 0.121 0.398 0.01
N -1.835519 0.850850 1.595170 -0.547 -0.714 -1.337 -0.01
C -1.378968 0.956035 2.861084 -0.068 0.065 -0.039 0.01
C -1.702186 2.038215 3.650464 0.090 0.018 0.123 0.00
C -0.674515 -0.230381 3.359492 -0.057 -0.030 0.042 0.00
C -0.336066 -0.421709 4.681039 0.041 0.093 0.113 0.00
C 0.124264 -1.667951 5.090297 0.041 0.002 0.243 0.00
Br 0.588127 -1.955765 6.863054 -0.011 0.010 -0.024 0.00
C 0.190890 -2.704428 4.166266 0.009 -0.036 -0.136 0.00
C -0.132805 -2.428408 2.858576 -0.073 0.131 0.343 0.00
N -0.527762 -1.209240 2.449881 -0.025 -1.045 -0.747 -0.01
H -3.928058 3.477490 1.549873 0.037 0.003 -0.027 0.00
H -3.156280 1.582591 0.183437 -0.016 0.140 0.127 -0.01
H -1.289177 2.147131 4.643896 -0.043 -0.050 -0.033 0.00
H -0.455641 0.369250 5.407468 0.014 -0.025 -0.018 0.00
H 0.482716 -3.703423 4.459802 -0.013 0.017 0.000 0.00
H -0.113000 -3.214074 2.121905 -0.012 0.006 -0.002 0.00

---

65
Properties=species:S:1:pos:R:3:forces:R:3:lowdin_charge:R:1 method="wB97M-V/def2-TZVPD" e_homo_ev=-1.339 spin_multiplicity=1 lumo_ev=3.87 gap_ev=5.2 total_charge=-2
Na 0.820722 -0.006593 -0.528116 -0.204 0.188 0.115 0.03
N -0.474151 0.421479 1.852994 0.002 -0.536 -0.406 0.07
N -1.255877 -0.640747 2.337408 0.279 0.112 0.168 -0.01
C -2.045676 -1.439911 1.573670 -0.556 -0.414 0.140 -0.43
N -2.525561 -2.524544 2.218159 0.463 0.015 0.579 0.17
N -2.406131 -1.076417 0.361244 0.543 1.081 -0.264 0.16
N -3.243241 -1.846433 -0.351086 -0.094 -0.467 -0.100 -0.43
O -3.428243 -1.524256 -1.506298 0.010 0.037 0.228 0.04
O -3.810710 -2.848002 0.145730 -0.298 0.070 -0.556 -0.04
H 0.510127 0.155361 1.811618 -0.094 -0.214 0.237 0.07
H -0.578401 1.210617 2.474338 -0.118 0.125 -0.152 0.08
H -0.866323 -1.148646 3.116377 0.116 -0.003 0.103 0.10
H -1.953810 -2.941626 2.934822 0.125 0.059 0.010 0.07
H -3.093198 -3.117605 1.627572 0.009 -0.082 -0.019 0.06
Se -0.364795 2.406523 -1.675856 0.634 0.011 -0.295 -0.04
P -2.841547 4.652166 -0.267822 0.199 -0.377 0.064 0.71
Se -2.331680 2.427215 -0.518227 -0.809 0.118 0.173 0.04
C -1.865584 4.997328 1.256469 -0.036 0.204 -0.011 -0.45
C -0.620811 5.595711 1.442972 -0.070 -0.073 -0.105 -0.08
C -0.108422 5.788403 2.720569 0.054 0.052 0.062 -0.10
C -0.818513 5.383758 3.837794 0.036 -0.034 0.030 -0.12
C -2.048467 4.757470 3.670323 0.004 0.005 0.013 -0.11
C -2.560163 4.575813 2.399553 0.020 0.090 -0.062 -0.16
C -2.048307 5.321630 -1.774960 -0.153 0.052 0.046 -0.51
C -0.885047 6.064892 -1.936165 -0.041 -0.028 0.031 -0.11
C -0.438807 6.412342 -3.205585 0.036 0.082 -0.033 -0.10
C -1.146265 6.032015 -4.331215 0.002 0.014 -0.047 -0.11
C -2.324683 5.311139 -4.183796 0.000 0.006 -0.023 -0.10
C -2.770417 4.970844 -2.922057 0.051 0.042 0.021 -0.17
H -0.025072 5.899692 0.597857 0.024 -0.052 0.080 0.07
H 0.860131 6.260408 2.838160 0.006 -0.032 -0.010 0.10
H -0.417173 5.542295 4.831504 0.020 -0.007 -0.010 0.09
H -2.610259 4.421475 4.533984 -0.006 -0.012 -0.009 0.09
H -3.522729 4.094476 2.264055 -0.012 0.000 0.063 0.08
H -0.299804 6.373281 -1.085575 -0.011 -0.018 -0.077 0.07
H 0.485208 6.969059 -3.311444 -0.006 -0.009 0.018 0.09
H -0.778643 6.280436 -5.319695 0.001 0.015 0.010 0.09
H -2.885324 5.000581 -5.057099 -0.006 -0.011 0.009 0.10
H -3.678140 4.389191 -2.805518 0.015 -0.034 -0.037 0.09
Cl 0.791516 -3.588029 3.302067 -0.142 0.217 0.362 0.58
C 0.785427 -3.950631 1.566694 -0.139 0.290 -0.357 -0.72
C 0.493127 -2.924704 0.684186 -0.045 -0.333 -0.099 -0.13
C 0.545096 -3.318487 -0.647949 0.235 -0.428 0.671 -0.71
Cl 0.184513 -2.155307 -1.893831 -0.261 0.139 -0.490 0.71
C 0.917026 -4.592146 -1.070876 -0.070 0.021 -0.104 -0.72
Cl 1.073122 -4.977017 -2.753129 -0.001 -0.053 -0.108 0.63
C 1.171000 -5.582518 -0.126188 0.018 0.055 -0.037 -0.72
Cl 1.589803 -7.184143 -0.625647 0.011 -0.075 -0.016 0.62
C 1.085774 -5.264017 1.223102 0.015 -0.042 -0.008 -0.72
Cl 1.339932 -6.513508 2.407680 0.025 0.050 0.009 0.60
C 2.741062 2.229479 0.840270 0.021 -0.258 -0.145 -0.08
C 3.575571 1.027971 0.506056 0.239 0.011 0.069 -0.43
C 4.958173 0.929876 0.536888 -0.030 0.179 0.018 -0.13
C 5.264289 -0.404130 0.177382 0.011 -0.097 -0.046 -0.13
C 4.046960 -1.027972 -0.046573 0.094 -0.144 0.030 -0.42
C 3.819732 -2.456520 -0.443237 -0.086 0.144 0.051 -0.06
N 3.010048 -0.165130 0.149346 0.037 0.245 0.101 0.02
H 3.380250 3.099298 1.000094 -0.019 0.030 0.053 0.06
H 2.152557 2.064366 1.751353 -0.026 0.112 0.043 0.05
H 2.040313 2.466020 0.035498 -0.063 0.115 0.080 0.00
H 5.656956 1.722641 0.771882 -0.027 0.028 0.037 0.06
H 6.247137 -0.848092 0.084983 -0.019 -0.057 -0.001 0.06
H 4.766461 -3.000178 -0.454132 0.013 -0.012 -0.046 0.06
H 3.368123 -2.526667 -1.438854 0.001 -0.091 -0.002 0.06
H 3.144618 -2.956378 0.257778 0.071 -0.018 -0.050 0.05

---

DFT total energy values, unit a.u., following the record order: -9275.86586; -9052.94394.
ΔE to the lowest compared entry with this formula, charge and spin values, unit kJ/mol, following the record order: 183.1; 178.9.